[1]
Molecular formula: C8H27N4O5PSi2
Method: DFT, ωB97M-V/def2-TZVPD

Properties
Net charge = 0
Orbital gap = 9.1 eV
Structure (SMILES) = C[Si](C)(C)O[Si](C)(C)C.N=P(O)(O)N(CN)C(=O)ON
LUMO = 0.27 eV

Geometry as XYZ:
```
47
C8H27N4O5PSi2 ωB97M-V/def2-TZVPD
N -2.855 2.819 1.499
P -4.046 1.735 1.392
O -4.419 1.391 -0.238
O -5.415 2.499 2.096
N -3.497 0.310 2.278
C -2.415 -0.449 1.556
N -2.815 -1.760 1.004
C -4.592 -0.549 2.742
O -4.339 -1.466 3.571
O -5.962 -0.399 2.373
N -6.170 -0.742 1.054
H -2.101 2.382 2.059
H -4.977 2.168 -0.513
H -5.332 2.360 3.074
H -1.911 0.191 0.745
H -1.592 -0.661 2.339
H -3.662 -1.715 0.426
H -2.850 -2.501 1.712
H -6.097 -1.764 0.922
H -7.120 -0.418 0.819
O 2.728 -0.883 -1.287
Si 4.384 -0.953 -1.076
C 4.852 -0.298 0.622
C 5.249 0.088 -2.380
C 5.033 -2.706 -1.217
Si 1.525 0.277 -1.293
C -0.163 -0.469 -1.614
C 1.861 1.552 -2.632
C 1.463 1.155 0.368
H 4.624 0.767 0.702
H 5.921 -0.433 0.805
H 4.299 -0.828 1.402
H 4.935 -0.214 -3.382
H 6.332 -0.027 -2.307
H 5.010 1.147 -2.250
H 4.817 -3.126 -2.202
H 4.585 -3.352 -0.458
H 6.117 -2.716 -1.074
H -0.193 -0.967 -2.587
H -0.929 0.312 -1.611
H -0.420 -1.200 -0.843
H 2.771 2.116 -2.411
H 1.032 2.259 -2.704
H 1.985 1.064 -3.602
H 2.381 1.721 0.541
H 1.348 0.430 1.179
H 0.621 1.850 0.404
```

Atomic partial charges in e from the Mulliken method, atoms 1 to 4: N -0.844; P 1.047; O -0.471; O -0.493

[2]
Molecular formula: C8H27O5
Method: DFT, ωB97M-V/def2-TZVPD

Properties
Net charge = +1
Orbital gap = 11.1 eV
Energy relative to the best compared isomer or geometry (same formula, charge and spin) = 563.7 kJ/mol
LUMO = -2.26 eV

Geometry as XYZ:
```
40
C8H27O5 ωB97M-V/def2-TZVPD
O -0.052 0.180 -0.646
H 0.417 -0.649 -0.916
H -0.481 0.206 0.182
H 0.415 1.079 -0.576
C -0.075 3.544 -1.546
C 0.605 3.756 -0.242
O 1.132 2.516 0.229
H 0.538 3.176 -2.239
H -0.475 4.411 -1.969
H -1.109 2.959 -1.313
H 0.020 4.218 0.553
H 1.577 4.316 -0.386
H 1.876 2.861 0.828
C -1.630 -2.713 -0.733
C -0.455 -3.226 -1.561
O 0.381 -2.191 -2.025
H -2.194 -2.107 -1.432
H -1.539 -2.092 0.084
H -2.359 -3.669 -0.337
H -0.873 -3.712 -2.485
H 0.179 -3.823 -1.108
H 1.005 -2.694 -2.499
C -3.138 0.463 1.153
C -2.302 0.003 2.336
O -0.966 -0.411 1.924
H -3.042 0.003 0.338
H -2.998 1.715 0.948
H -4.240 0.216 1.364
H -2.537 -1.116 2.381
H -2.469 0.750 3.218
H -0.714 -0.817 2.670
C 2.364 -1.031 1.243
C 3.215 -0.832 0.094
O 2.707 -0.074 -0.921
H 2.989 -1.522 1.964
H 1.462 -1.579 1.003
H 1.957 -0.305 1.854
H 3.517 -1.650 -0.315
H 4.048 -0.270 0.536
H 3.250 0.104 -1.655
```

Atomic partial charges in e from the Mulliken method, atoms 1 to 4: O -0.015; H 0.284; H 0.223; H 0.454

[3]
Molecular formula: C8H27O5
Method: DFT, ωB97M-V/def2-TZVPD

Properties
Net charge = +1
Orbital gap = 11.7 eV
Energy relative to the best compared isomer or geometry (same formula, charge and spin) = 459.7 kJ/mol
LUMO = -2.23 eV

Geometry as XYZ:
```
40
C8H27O5 ωB97M-V/def2-TZVPD
O 0.905 0.346 -0.172
H 0.605 -0.661 -0.334
H 1.423 0.183 0.760
H 0.215 0.988 -0.072
C -3.084 -0.367 -0.333
C -2.282 -1.385 0.539
O -1.249 -0.642 1.263
H -2.404 0.054 -1.209
H -3.462 0.550 0.102
H -3.892 -0.885 -0.848
H -1.868 -2.121 -0.150
H -3.075 -1.822 1.248
H -1.279 -1.078 2.041
C 2.807 -1.911 1.400
C 3.271 -0.672 2.173
O 2.159 0.228 2.255
H 3.557 -2.612 1.420
H 2.534 -1.848 0.425
H 2.004 -2.341 1.744
H 4.112 -0.234 1.638
H 3.570 -0.960 3.274
H 2.259 0.820 2.965
C 0.220 -0.090 -3.356
C 0.120 -1.643 -3.218
O 0.500 -1.930 -1.833
H 1.204 0.370 -3.741
H -0.357 0.357 -2.461
H -0.461 0.118 -3.945
H 0.733 -2.008 -4.175
H -0.903 -1.971 -3.297
H 0.628 -2.881 -1.943
C -0.478 2.704 1.714
C -1.344 3.227 0.561
O -0.882 2.345 -0.522
H -0.533 1.795 2.206
H -0.886 3.215 2.632
H 0.584 2.941 1.562
H -1.000 4.207 0.477
H -2.473 3.081 0.591
H -1.499 2.532 -1.381
```

Atomic partial charges in e from the Mulliken method, atoms 1 to 4: O -0.206; H 0.356; H 0.534; H 0.324

[4]
Molecular formula: C8H28Ag2O8Y
Method: DFT, ωB97M-V/def2-TZVPD

Properties
Net charge = +5
Multiplicity = 3
Expectation value of S² = 2.009
Orbital gap (alpha / beta) = 5.4 / 2.4 eV
LUMO (alpha / beta) = -17.28 / -20.31 eV

Geometry as XYZ:
```
47
C8H28Ag2O8Y ωB97M-V/def2-TZVPD
Ag 0.250 1.317 -4.348
Ag 1.669 1.690 2.965
Y 1.063 2.727 -0.991
O 0.509 1.448 0.933
C -0.375 0.425 0.523
C -0.439 0.004 -0.997
O -0.177 0.945 -2.071
H -1.396 0.716 0.773
H -0.108 -0.404 1.179
H -1.359 -0.538 -1.216
H 0.298 -0.795 -1.087
C -4.224 1.338 -1.691
O -3.094 2.170 -1.763
H -4.422 0.924 -2.680
H -4.016 0.643 -0.878
H -5.151 1.860 -1.451
H -2.406 1.516 -1.909
C 1.235 -0.259 5.207
O 0.554 0.073 4.040
H 2.223 0.194 5.285
H 0.708 -0.126 6.152
H 1.505 -1.315 5.206
H -0.372 -0.167 4.124
C -4.313 2.203 2.629
O -5.094 2.786 1.583
H -4.811 1.273 2.905
H -3.284 2.012 2.327
H -4.412 2.749 3.567
H -5.962 2.996 1.937
C 2.695 -1.369 1.956
O 3.117 -0.100 2.450
H 2.494 -1.318 0.886
H 3.446 -2.156 2.025
H 1.750 -1.595 2.452
H 3.941 0.028 1.974
C 2.189 -3.103 -2.410
O 1.037 -2.730 -3.182
H 2.326 -2.503 -1.510
H 2.114 -4.109 -1.997
H 3.057 -2.960 -3.052
H 0.752 -3.509 -3.666
C 3.023 -0.391 -4.585
O 1.792 -0.304 -3.976
H 3.263 0.624 -4.902
H 3.708 -0.706 -3.798
H 3.072 -1.088 -5.422
H 1.625 -1.118 -3.495
```

Atomic partial charges in e from the Mulliken method, atoms 1 to 4: Ag 0.780; Ag 0.621; Y 1.685; O -0.560

Short version: calculated total energy = -49978.622, -18959.131, -18960.209, -34101.487 eV, in the order given.